{
  "formula": "C20H44AlBr18O",
  "method": "ωB97M-V/def2-TZVPD",
  "total_energy_ev": -1290865.580,
  "total_charge": -1,
  "fmax_ha_per_bohr": 0.0079,
  "symbols": ["C", "C", "O", "Al", "H", "H", "H", "H", "H", "H", "H", "H", "Br", "C", "C", "Br", "H", "H", "H", "H", "Br", "C", "C", "Br", "H", "H", "H", "H", "Br", "C", "C", "Br", "H", "H", "H", "H", "Br", "C", "C", "Br", "H", "H", "H", "H", "Br", "C", "C", "Br", "H", "H", "H", "H", "Br", "C", "C", "Br", "H", "H", "H", "H", "Br", "C", "C", "Br", "H", "H", "H", "H", "Br", "C", "C", "Br", "H", "H", "H", "H", "Br", "C", "C", "Br", "H", "H", "H", "H"],
  "xyz": [[-2.895, 3.243, -3.523], [-3.752, 4.500, -3.551], [-4.842, 4.432, -4.409], [-6.279, 3.412, -4.099], [-2.207, 3.281, -2.671], [-2.283, 3.171, -4.425], [-3.519, 2.353, -3.424], [-4.059, 4.754, -2.522], [-3.095, 5.325, -3.874], [-7.313, 4.216, -3.137], [-5.866, 1.980, -3.416], [-6.979, 3.134, -5.557], [1.029, 3.127, -2.821], [0.967, 1.301, -2.163], [0.907, 0.302, -3.288], [-0.837, 0.254, -4.128], [0.100, 1.238, -1.512], [1.878, 1.156, -1.587], [1.092, -0.702, -2.913], [1.626, 0.539, -4.066], [-4.125, -0.983, -9.701], [-3.054, -0.165, -8.295], [-3.425, -0.654, -6.919], [-5.080, 0.122, -6.289], [-3.191, 0.909, -8.390], [-2.026, -0.431, -8.532], [-2.645, -0.338, -6.231], [-3.533, -1.733, -6.885], [-0.279, 2.292, 1.668], [1.563, 2.743, 2.067], [2.500, 1.590, 1.825], [2.395, 0.273, 3.253], [1.601, 3.081, 3.097], [1.809, 3.568, 1.402], [3.533, 1.928, 1.819], [2.275, 1.071, 0.899], [-2.864, -1.213, 2.910], [-1.625, -0.227, 4.032], [-1.715, -0.633, 5.476], [-3.306, 0.064, 6.353], [-1.849, 0.825, 3.885], [-0.634, -0.445, 3.643], [-0.871, -0.229, 6.031], [-1.746, -1.711, 5.591], [-10.360, 4.418, -2.738], [-10.868, 3.686, -1.022], [-9.654, 3.281, -0.223], [-8.850, 1.650, -0.892], [-11.519, 2.837, -1.209], [-11.420, 4.465, -0.502], [-9.930, 3.081, 0.810], [-8.880, 4.042, -0.265], [1.106, -4.323, 4.192], [2.599, -3.298, 4.888], [2.811, -3.515, 6.360], [1.472, -2.615, 7.448], [2.386, -2.260, 4.656], [3.477, -3.630, 4.339], [3.769, -3.098, 6.659], [2.765, -4.567, 6.621], [6.498, -3.656, 5.185], [6.554, -5.443, 5.949], [6.198, -6.505, 4.947], [4.296, -6.553, 4.556], [5.875, -5.439, 6.797], [7.576, -5.579, 6.296], [6.450, -7.486, 5.343], [6.705, -6.352, 3.999], [-1.006, 2.765, -10.811], [-0.006, 3.579, -9.356], [-0.458, 3.090, -8.005], [-2.159, 3.836, -7.467], [-0.136, 4.652, -9.457], [1.034, 3.315, -9.530], [0.258, 3.394, -7.245], [-0.567, 2.010, -7.988], [10.252, -4.438, 5.673], [10.872, -4.312, 7.507], [11.094, -5.668, 8.123], [9.421, -6.565, 8.540], [10.122, -3.741, 8.046], [11.804, -3.755, 7.474], [11.625, -5.572, 9.067], [11.639, -6.329, 7.458]]
}

{
  "formula": "C5H8O",
  "method": "ωB97M-V/def2-TZVPD",
  "total_energy_ev": -7360.149,
  "relative_energy_kcal_mol": 48.6,
  "fmax_ha_per_bohr": 0.0116,
  "symbols": ["O", "C", "C", "C", "C", "C", "H", "H", "H", "H", "H", "H", "H", "H"],
  "xyz": [[0.736, 0.956, -0.411], [1.667, 0.581, 0.509], [1.801, -0.626, 1.051], [-0.224, 0.031, -0.806], [-1.348, -0.426, 0.099], [-1.582, 0.616, -0.967], [2.305, 1.428, 0.759], [1.176, -1.445, 0.705], [2.492, -0.780, 1.874], [0.138, -0.715, -1.515], [-1.748, -1.422, -0.093], [-1.416, -0.131, 1.144], [-2.160, 0.398, -1.860], [-1.651, 1.632, -0.584]]
}

{
  "formula": "C30H68Br3N6O6",
  "method": "ωB97M-V/def2-TZVPD",
  "total_energy_ev": -263538.432,
  "relative_energy_kcal_mol": 3.3,
  "total_charge": 3,
  "fmax_ha_per_bohr": 0.2053,
  "symbols": ["C", "C", "O", "N", "H", "H", "C", "H", "H", "H", "H", "H", "H", "C", "C", "O", "N", "H", "H", "C", "H", "H", "H", "H", "H", "H", "C", "C", "O", "N", "H", "H", "C", "H", "H", "H", "H", "H", "H", "C", "C", "O", "N", "H", "H", "C", "H", "H", "H", "H", "H", "H", "C", "C", "C", "C", "C", "C", "N", "O", "C", "C", "C", "H", "H", "H", "H", "H", "H", "H", "H", "H", "H", "H", "H", "H", "H", "H", "H", "H", "H", "C", "C", "C", "C", "C", "C", "N", "O", "C", "C", "C", "H", "H", "H", "H", "H", "H", "H", "H", "H", "H", "H", "H", "H", "H", "H", "H", "H", "H", "Br", "Br", "Br"],
  "xyz": [[-3.086, 5.798, 0.151], [-4.283, 5.472, 0.984], [-4.613, 5.999, 1.966], [-5.194, 4.373, 0.451], [-5.305, 4.651, -0.538], [-4.615, 3.509, 0.370], [-6.504, 4.245, 1.218], [-3.362, 6.028, -0.923], [-2.303, 5.004, 0.184], [-2.637, 6.719, 0.592], [-7.133, 3.484, 0.822], [-6.946, 5.210, 1.147], [-6.276, 4.046, 2.268], [0.331, 4.121, -10.263], [1.162, 3.319, -9.323], [1.124, 3.209, -8.165], [2.312, 2.404, -9.918], [2.572, 2.573, -10.898], [3.122, 2.659, -9.342], [2.010, 0.912, -9.926], [0.881, 4.916, -10.733], [-0.431, 4.625, -9.668], [0.003, 3.383, -11.011], [1.430, 0.697, -10.816], [1.484, 0.542, -9.060], [2.979, 0.414, -9.960], [2.106, -0.597, -0.261], [1.994, -0.914, -1.693], [2.896, -1.433, -2.259], [0.739, -0.818, -2.477], [-0.103, -0.961, -1.876], [0.451, 0.224, -2.799], [0.777, -1.715, -3.727], [1.224, -1.017, 0.245], [2.163, 0.485, -0.092], [3.041, -1.006, -0.002], [-0.197, -1.782, -4.247], [1.200, -2.682, -3.521], [1.462, -1.246, -4.442], [-4.612, 0.147, -4.275], [-4.436, 0.631, -2.829], [-4.757, 1.710, -2.412], [-3.905, -0.278, -1.805], [-2.919, -0.687, -1.990], [-3.739, 0.316, -0.968], [-4.799, -1.491, -1.527], [-5.397, -0.641, -4.192], [-3.691, -0.397, -4.649], [-4.944, 0.892, -4.971], [-4.663, -2.193, -2.358], [-5.840, -1.202, -1.461], [-4.337, -2.093, -0.755], [2.432, -4.634, 1.583], [3.799, -4.395, 0.984], [3.858, -4.112, -0.604], [5.090, -3.477, -1.175], [5.399, -2.199, -0.296], [5.600, -2.518, 1.206], [4.431, -3.299, 1.770], [3.824, -2.844, 2.751], [5.719, -1.204, 1.979], [6.839, -3.389, 1.421], [4.719, -5.651, 1.220], [2.604, -4.977, 2.598], [1.910, -5.435, 1.058], [1.790, -3.740, 1.562], [2.958, -3.567, -0.908], [3.765, -5.151, -0.985], [4.989, -3.239, -2.234], [6.038, -4.050, -1.113], [4.537, -1.523, -0.364], [6.281, -1.594, -0.637], [6.456, -0.504, 1.541], [5.963, -1.539, 3.024], [4.729, -0.769, 2.035], [7.754, -2.852, 1.175], [6.850, -4.277, 0.913], [6.988, -3.642, 2.489], [5.043, -5.613, 2.296], [5.539, -5.686, 0.520], [4.069, -6.501, 1.127], [-0.891, -0.911, 3.516], [-1.581, -0.371, 4.706], [-0.895, -0.618, 6.042], [-1.484, -0.077, 7.296], [-2.321, 1.204, 6.994], [-1.872, 2.048, 5.806], [-1.629, 1.222, 4.550], [-1.457, 1.709, 3.588], [-0.517, 2.704, 6.076], [-2.888, 3.151, 5.496], [-3.084, -0.844, 4.618], [-1.225, -0.746, 2.459], [-1.075, -1.964, 3.679], [0.149, -0.601, 3.331], [0.096, -0.224, 5.947], [-0.774, -1.739, 6.043], [-0.767, 0.074, 8.052], [-2.207, -0.801, 7.673], [-2.139, 1.812, 7.855], [-3.348, 0.931, 6.838], [-0.214, 3.296, 5.253], [0.193, 1.923, 6.193], [-0.601, 3.297, 6.984], [-3.122, 3.667, 6.368], [-3.826, 2.778, 5.091], [-2.447, 3.840, 4.765], [-3.056, -1.955, 4.713], [-3.473, -0.490, 3.722], [-3.804, -0.630, 5.434], [-3.772, 1.699, 1.743], [-1.326, -1.941, -0.375], [-1.054, 1.374, -3.662]]
}

{
  "formula": "C10H9BrO2",
  "method": "ωB97M-V/def2-TZVPD",
  "total_energy_ev": -84649.389,
  "relative_energy_kcal_mol": 77.2,
  "fmax_ha_per_bohr": 0.0797,
  "symbols": ["C", "C", "C", "C", "C", "C", "C", "C", "C", "C", "O", "O", "Br", "H", "H", "H", "H", "H", "H", "H", "H", "H"],
  "xyz": [[-3.430, -0.138, -0.033], [-2.852, 0.397, 1.108], [-2.613, -0.682, -1.003], [-1.493, 0.373, 1.204], [-1.267, -0.942, -0.811], [-0.657, -0.504, 0.451], [2.789, -1.037, -0.020], [0.690, -0.769, 0.736], [2.986, 0.339, -0.088], [2.072, 1.421, -0.631], [3.604, -1.904, 0.164], [1.408, -1.336, -0.175], [4.901, 0.749, -0.049], [-4.392, -0.070, -0.395], [-3.340, 0.963, 1.762], [-3.142, -0.871, -1.909], [-1.103, 1.023, 1.980], [-0.710, -1.389, -1.566], [0.957, -0.535, 1.701], [2.676, 1.831, -1.497], [1.674, 2.231, 0.006], [1.243, 0.851, -0.934]]
}

{
  "formula": "C2H2BrNO3",
  "method": "ωB97M-V/def2-TZVPD",
  "total_energy_ev": -79773.994,
  "relative_energy_kcal_mol": 114.5,
  "fmax_ha_per_bohr": 0.1031,
  "symbols": ["C", "C", "N", "O", "O", "O", "Br", "H", "H"],
  "xyz": [[0.694, -1.367, -0.732], [0.334, 0.908, 0.733], [-0.857, 0.817, 0.169], [1.804, -1.489, -0.868], [-1.102, 1.563, -0.770], [-1.648, -0.214, 0.415], [-0.902, -2.087, -0.952], [1.062, 1.566, 0.252], [0.616, 0.303, 1.753]]
}

{
  "formula": "C42H41ClMnO2P2",
  "method": "ωB97M-V/def2-TZVPD",
  "total_energy_ev": -110730.834,
  "s2": 8.76,
  "relative_energy_kcal_mol": 35.4,
  "spin_multiplicity": 6,
  "fmax_ha_per_bohr": 0.0450,
  "symbols": ["Mn", "C", "C", "C", "C", "C", "C", "C", "C", "C", "H", "H", "H", "H", "H", "H", "H", "H", "H", "H", "H", "H", "H", "H", "H", "P", "P", "C", "C", "C", "C", "C", "C", "C", "C", "C", "C", "C", "C", "C", "C", "C", "C", "C", "C", "C", "C", "C", "C", "C", "C", "C", "C", "H", "H", "H", "H", "H", "H", "H", "H", "H", "H", "H", "H", "H", "H", "H", "H", "H", "H", "H", "H", "H", "H", "Cl", "C", "C", "C", "C", "C", "C", "C", "O", "O", "H", "H", "H", "H"],
  "xyz": [[-2.468, 0.998, 0.937], [-0.320, -1.356, 5.167], [0.787, -1.292, 4.401], [1.358, -2.409, 3.586], [0.593, -2.683, 2.271], [-0.669, -3.488, 2.452], [-1.275, -3.849, 3.579], [-0.763, -3.935, 4.978], [-0.908, -2.606, 5.774], [-3.634, 2.883, 0.819], [-0.678, -0.436, 5.652], [1.246, -0.295, 4.211], [1.352, -3.347, 4.167], [2.414, -2.174, 3.330], [0.367, -1.744, 1.733], [1.270, -3.225, 1.586], [-1.106, -3.821, 1.499], [-2.333, -4.118, 3.526], [0.254, -4.360, 5.072], [-1.444, -4.655, 5.472], [-1.981, -2.428, 5.942], [-0.485, -2.782, 6.783], [-3.643, 3.230, 1.868], [-4.682, 2.657, 0.557], [-3.341, 3.761, 0.186], [2.192, 1.826, -2.244], [0.536, 0.351, -3.812], [2.959, 0.254, -2.718], [2.147, -0.457, -3.554], [3.595, 2.973, -2.751], [4.946, 2.568, -2.821], [5.916, 3.414, -3.381], [5.565, 4.716, -3.756], [4.266, 5.186, -3.519], [3.282, 4.319, -3.033], [2.207, 1.876, -0.418], [1.124, 1.379, 0.332], [1.214, 1.350, 1.725], [2.352, 1.857, 2.365], [3.408, 2.360, 1.616], [3.350, 2.355, 0.225], [0.678, 0.546, -5.660], [1.671, 1.395, -6.216], [1.867, 1.456, -7.605], [1.084, 0.681, -8.475], [0.092, -0.147, -7.933], [-0.119, -0.200, -6.542], [-0.592, -1.055, -3.549], [-1.961, -0.766, -3.659], [-2.910, -1.767, -3.468], [-2.496, -3.078, -3.182], [-1.134, -3.374, -3.089], [-0.180, -2.358, -3.216], [3.987, -0.012, -2.438], [2.385, -1.359, -4.122], [5.244, 1.583, -2.447], [6.944, 3.065, -3.527], [6.310, 5.376, -4.208], [4.015, 6.229, -3.718], [2.260, 4.672, -2.880], [0.237, 1.032, -0.200], [0.390, 0.943, 2.313], [2.423, 1.848, 3.454], [4.294, 2.763, 2.106], [4.186, 2.742, -0.351], [2.318, 1.992, -5.559], [2.646, 2.105, -8.020], [1.242, 0.726, -9.561], [-0.521, -0.767, -8.594], [-0.894, -0.859, -6.141], [-2.274, 0.250, -3.905], [-3.969, -1.534, -3.563], [-3.245, -3.863, -3.041], [-0.822, -4.415, -2.921], [0.876, -2.577, -3.080], [-5.861, -1.522, 8.389], [-5.238, -0.995, 6.879], [-4.594, 0.242, 6.783], [-4.069, 0.669, 5.561], [-4.148, -0.145, 4.430], [-4.871, -1.337, 4.510], [-5.380, -1.785, 5.732], [-3.430, 0.194, 3.145], [-2.358, 0.907, 3.174], [-3.908, -0.238, 2.035], [-4.542, 0.880, 7.659], [-3.610, 1.650, 5.485], [-5.072, -1.920, 3.609], [-5.921, -2.723, 5.805]]
}

{
  "formula": "C37H52AsCeF6N2O4S5Sb",
  "method": "ωB97M-V/def2-TZVPD",
  "total_energy_ev": -201170.509,
  "relative_energy_kcal_mol": 0.0,
  "fmax_ha_per_bohr": 0.0535,
  "symbols": ["Ce", "O", "C", "C", "C", "C", "C", "C", "C", "O", "N", "N", "C", "C", "C", "C", "C", "C", "C", "O", "H", "H", "H", "H", "H", "H", "H", "H", "H", "H", "C", "S", "C", "C", "S", "S", "C", "S", "S", "H", "H", "H", "C", "C", "O", "C", "F", "F", "F", "C", "F", "F", "F", "H", "H", "H", "C", "As", "C", "C", "H", "H", "H", "H", "H", "H", "H", "H", "H", "C", "C", "C", "C", "Sb", "C", "C", "C", "C", "C", "C", "C", "C", "H", "H", "H", "H", "H", "H", "H", "H", "H", "H", "H", "H", "H", "H", "H", "H", "H", "H", "H", "H", "H", "H", "H", "H", "H", "H", "H"],
  "xyz": [[11.973, 13.952, 10.573], [15.698, 16.942, 11.456], [15.942, 16.624, 12.774], [17.084, 17.038, 13.443], [17.213, 16.892, 14.819], [16.303, 16.063, 15.485], [15.180, 15.659, 14.814], [14.943, 15.869, 13.461], [13.711, 15.242, 12.899], [13.712, 14.979, 11.643], [12.702, 14.922, 13.663], [11.699, 14.179, 12.990], [10.895, 13.727, 13.876], [9.691, 12.947, 13.520], [8.726, 12.739, 14.451], [7.502, 12.107, 14.179], [7.323, 11.497, 12.931], [8.324, 11.662, 11.943], [9.484, 12.479, 12.211], [10.422, 12.709, 11.329], [14.937, 16.395, 11.167], [17.876, 17.593, 12.893], [18.009, 17.209, 15.406], [16.378, 15.807, 16.514], [14.483, 15.118, 15.432], [11.031, 13.923, 14.955], [8.932, 13.080, 15.448], [6.832, 11.893, 15.000], [6.492, 10.823, 12.709], [8.170, 11.177, 10.954], [17.308, 12.751, 12.816], [17.168, 11.860, 11.253], [16.600, 13.148, 10.146], [15.390, 13.252, 9.594], [14.037, 12.197, 9.908], [15.229, 14.510, 8.432], [16.760, 15.355, 8.694], [17.242, 16.809, 8.045], [17.786, 14.385, 9.759], [17.874, 12.043, 13.412], [16.264, 12.939, 13.267], [17.823, 13.694, 12.735], [11.588, 18.187, 10.517], [11.401, 17.163, 9.427], [11.429, 15.845, 9.799], [12.574, 17.311, 8.386], [12.580, 16.402, 7.399], [13.787, 17.150, 9.004], [12.590, 18.522, 7.790], [10.024, 17.520, 8.702], [9.067, 17.519, 9.698], [9.684, 16.572, 7.778], [9.917, 18.694, 8.132], [12.588, 18.028, 10.974], [10.793, 18.207, 11.268], [11.606, 19.201, 10.043], [12.262, 12.743, 6.326], [11.185, 12.562, 7.946], [9.302, 12.786, 7.543], [11.354, 10.682, 8.438], [12.196, 11.867, 5.715], [13.294, 12.925, 6.607], [11.851, 13.518, 5.650], [9.064, 12.255, 6.593], [9.041, 13.852, 7.440], [8.770, 12.424, 8.429], [10.667, 9.917, 7.999], [11.235, 10.632, 9.527], [12.399, 10.381, 8.226], [10.671, 6.805, 13.532], [10.534, 8.241, 13.139], [9.897, 9.024, 14.326], [9.631, 8.423, 11.925], [12.379, 9.339, 12.547], [13.479, 7.802, 11.517], [12.535, 7.227, 10.436], [13.945, 6.594, 12.343], [14.704, 8.383, 10.807], [13.363, 9.917, 14.400], [13.500, 8.697, 15.356], [12.581, 11.067, 15.008], [14.790, 10.455, 14.043], [9.695, 6.334, 13.736], [11.366, 6.651, 14.397], [11.016, 6.247, 12.701], [8.848, 8.645, 14.488], [9.900, 10.119, 14.111], [10.451, 8.879, 15.215], [8.621, 8.051, 12.105], [9.949, 7.823, 11.049], [9.665, 9.483, 11.612], [11.783, 6.559, 10.833], [13.224, 6.631, 9.779], [11.916, 7.906, 9.767], [13.139, 6.142, 12.906], [14.741, 6.807, 13.031], [14.292, 5.821, 11.660], [14.419, 9.178, 10.079], [15.214, 7.581, 10.254], [15.405, 8.851, 11.558], [12.602, 8.390, 15.853], [14.142, 8.940, 16.199], [13.929, 7.841, 14.846], [11.634, 10.735, 15.388], [12.491, 11.878, 14.276], [13.109, 11.563, 15.869], [15.370, 9.801, 13.366], [15.434, 10.609, 14.897], [14.721, 11.388, 13.489]]
}

{
  "formula": "C4H14NO3",
  "method": "ωB97M-V/def2-TZVPD",
  "total_energy_ev": -12005.959,
  "relative_energy_kcal_mol": 67.7,
  "total_charge": -1,
  "fmax_ha_per_bohr": 0.0948,
  "symbols": ["C", "N", "C", "C", "C", "O", "H", "H", "H", "H", "H", "H", "H", "H", "H", "H", "H", "H", "O", "H", "H", "O"],
  "xyz": [[0.473, 1.679, 1.032], [-0.319, 2.213, -0.126], [-0.336, 1.067, -1.187], [-1.372, 0.012, -1.104], [-1.433, -0.765, 0.243], [-0.521, -1.743, 0.547], [1.525, 1.961, 0.882], [0.336, 0.501, 1.221], [0.097, 2.030, 1.962], [-1.208, 2.492, 0.253], [0.767, 0.799, -1.453], [-0.603, 1.682, -2.125], [-2.372, 0.495, -1.165], [-1.294, -0.828, -1.863], [-1.309, -0.063, 1.224], [-2.397, -1.307, 0.274], [1.726, -1.341, 1.980], [0.483, -1.207, 0.769], [1.757, -1.018, 1.139], [2.688, -2.396, -0.347], [1.180, -2.014, -0.980], [2.131, -2.249, -1.176]]
}